# C24H53BCl14OSi

8 unconnected molecules or ions with the total composition C24H53BCl14OSi (wB97M-V/def2-TZVPD, OMol25).

XYZ file:
```
94
Properties=species:S:1:pos:R:3:forces:R:3:lowdin_charge:R:1
C -1.480928 -2.805342 -0.551551 0.0 -0.4 0.0 -0.085
C -1.716905 -3.505638 -1.898979 0.0 -0.1 0.0 -0.397
C -0.660333 -4.607862 -2.116592 -0.4 0.0 0.0 -0.069
C -1.828463 -2.589021 -3.144411 0.1 -0.1 0.1 -0.157
C -1.336955 -1.118482 -3.036445 0.1 0.4 -0.3 -0.160
B -2.590832 -0.191029 -2.937821 0.1 0.0 0.1 -0.153
C -3.263464 0.327039 -1.621171 -0.4 -0.1 -0.3 -0.126
C -4.690804 0.887728 -1.761648 0.3 0.6 0.5 -0.262
O -5.671052 0.179913 -1.003501 0.2 -0.3 -0.5 -0.241
Si -6.168395 -1.325603 -1.518337 -0.5 -0.5 0.2 0.438
C -5.128026 -2.699610 -0.785452 0.2 0.5 -0.2 -0.144
C -6.138741 -1.524819 -3.388295 -0.1 0.0 0.1 -0.136
C -7.920801 -1.550237 -0.878488 0.3 -0.1 0.0 -0.143
H -0.420742 -2.853531 -0.303859 0.1 0.3 0.0 0.040
H -2.003068 -3.365744 0.226455 0.0 0.0 0.1 0.085
H -1.826112 -1.776898 -0.512056 0.1 0.1 0.0 0.046
H -2.673625 -4.026407 -1.818965 0.0 0.1 0.0 0.104
H -0.259623 -4.948185 -1.162075 0.1 0.0 0.0 0.072
H 0.149015 -4.269035 -2.761471 0.2 0.1 0.1 0.043
H -1.121221 -5.476116 -2.590350 0.1 0.0 -0.1 0.077
H -1.266699 -3.059095 -3.951829 -0.1 -0.1 0.0 0.101
H -2.870826 -2.600280 -3.483148 0.0 0.0 0.0 0.094
H -0.590710 -0.943049 -2.262373 0.0 -0.3 0.2 0.057
H -0.842154 -0.882351 -3.981867 0.1 0.0 0.0 0.093
H -3.070313 0.182856 -3.975906 -0.1 -0.1 0.0 0.091
H -2.613958 1.152344 -1.297753 0.2 -0.1 0.0 0.112
H -3.240826 -0.389780 -0.800101 0.1 0.1 0.1 0.084
H -4.984140 0.965488 -2.808714 -0.1 -0.1 -0.1 0.090
H -4.698078 1.907417 -1.369786 -0.1 0.0 0.0 0.113
H -4.068798 -2.482654 -0.937487 0.0 -0.1 0.0 -0.003
H -5.299585 -2.787718 0.286202 0.0 -0.2 0.1 0.040
H -5.351250 -3.635954 -1.296752 -0.1 -0.1 0.1 0.045
H -6.035689 -0.604214 -3.959026 0.1 0.0 0.0 0.030
H -5.369082 -2.232584 -3.698163 0.1 0.1 -0.1 0.026
H -7.097040 -1.963639 -3.674725 0.0 0.0 0.0 0.029
H -7.934240 -2.364426 -0.151755 0.0 0.0 0.1 0.029
H -8.593939 -1.837123 -1.684794 -0.1 0.1 0.0 0.025
H -8.281519 -0.648616 -0.384697 -0.2 0.0 0.0 0.014
Cl 2.087780 -1.486325 -1.173368 0.1 0.0 -0.1 0.595
C 2.428979 -0.885215 0.474504 0.0 0.0 0.0 -0.645
C 1.162128 -0.654236 1.254093 0.0 0.0 0.1 -0.669
Cl 0.207552 0.699446 0.589067 0.0 0.0 0.0 0.550
H 3.011689 0.027005 0.378792 0.0 0.0 0.0 0.066
H 3.035574 -1.637795 0.975646 0.0 0.0 0.0 0.075
H 1.418539 -0.394241 2.280228 -0.1 0.0 -0.1 -0.017
H 0.527728 -1.536495 1.246559 0.0 0.0 0.0 0.054
Cl 3.094138 0.431536 3.917566 0.2 0.1 0.1 0.587
C 2.672481 2.018413 4.627897 0.1 0.1 0.0 -0.672
C 1.422486 1.930140 5.459075 0.0 0.0 0.1 -0.666
Cl -0.021496 1.605362 4.465426 0.0 0.0 0.0 0.546
H 2.568420 2.730494 3.813552 0.0 -0.2 0.0 -0.002
H 3.508499 2.330034 5.250980 0.0 -0.2 0.0 -0.003
H 1.260807 2.878396 5.968404 0.0 0.0 0.0 0.060
H 1.498995 1.137998 6.199326 0.0 0.0 0.0 0.070
Cl 1.526905 4.991356 3.588771 -0.1 0.2 0.0 0.603
C 1.092818 6.623173 4.168089 0.1 0.1 0.0 -0.640
C -0.189831 6.614126 4.958672 0.0 0.0 0.0 -0.666
Cl -1.602884 6.253082 3.938481 0.0 0.0 0.0 0.548
H 1.018384 7.272925 3.300440 0.0 0.0 0.0 0.068
H 1.911880 6.966423 4.797701 0.0 0.0 0.0 0.073
H -0.351443 7.597320 5.397221 0.0 0.0 0.0 0.073
H -0.158135 5.874470 5.754711 0.0 0.0 0.0 0.065
Cl 5.373286 -4.878026 -5.478452 0.0 0.0 0.0 0.535
C 5.130207 -3.299659 -4.681972 0.0 0.0 0.0 -0.695
C 3.928492 -3.295626 -3.776151 0.0 0.0 0.1 -0.671
Cl 2.395846 -3.414438 -4.684489 0.0 0.0 0.0 0.542
H 5.044073 -2.548314 -5.462192 0.0 0.0 0.0 0.043
H 6.028251 -3.092636 -4.102595 -0.1 -0.1 0.0 0.002
H 3.894330 -2.361274 -3.219514 0.0 0.0 0.0 0.029
H 3.957252 -4.122051 -3.070855 0.0 0.0 0.0 0.070
Cl 8.121272 -1.568562 -3.829221 0.1 0.1 0.1 0.576
C 8.971490 -0.642237 -5.095357 0.1 0.0 0.0 -0.649
C 8.031157 -0.151353 -6.164664 0.0 0.1 0.0 -0.657
Cl 7.374099 -1.489681 -7.140532 0.0 0.0 0.0 0.562
H 9.742127 -1.285759 -5.510697 0.0 0.0 0.0 0.069
H 9.445211 0.206035 -4.604803 0.0 0.0 0.0 0.072
H 8.567839 0.508454 -6.843963 0.0 0.0 0.0 0.072
H 7.192756 0.390921 -5.735364 0.0 0.0 0.0 0.069
Cl -8.641687 1.920281 1.643116 0.0 0.0 0.0 0.534
C -6.881088 2.078052 1.383914 0.0 0.0 -0.1 -0.659
C -6.086586 1.590494 2.564447 0.1 0.0 0.0 -0.662
Cl -6.273030 2.642144 3.995887 0.0 0.0 0.0 0.528
H -6.671227 3.123023 1.169435 0.0 0.0 0.1 0.070
H -6.631965 1.477777 0.511218 0.0 0.0 0.0 0.037
H -5.028289 1.584405 2.309227 0.0 0.0 0.0 0.072
H -6.384853 0.585892 2.852138 0.0 0.0 0.0 0.068
Cl 4.955902 3.956000 6.655865 0.0 0.1 0.1 0.568
C 6.625983 3.609734 7.180223 0.1 0.0 0.0 -0.648
C 7.259412 2.536267 6.334039 0.1 0.0 0.0 -0.662
Cl 6.488942 0.949991 6.586441 0.0 0.0 0.0 0.545
H 6.588580 3.321362 8.227043 0.0 0.0 0.0 0.069
H 7.190664 4.535438 7.087651 0.0 0.0 0.0 0.074
H 8.309430 2.433779 6.601817 0.0 0.0 0.0 0.073
H 7.186247 2.774181 5.276110 0.0 0.0 0.0 0.069
```
Forces are in eV/Å.

Output
structure (SMILES) = CC(C)CCBCCO[Si](C)(C)C.ClCCCl.ClCCCl.ClCCCl.ClCCCl.ClCCCl.ClCCCl.ClCCCl
2S+1 = 1
LUMO = 0.0122 Eh

---

# C9H15NOS

A molecular structure, C9H15NOS in a non-equilibrium geometry (wB97M-V/def2-TZVPD, OMol25).

XYZ file:
```
27
Properties=species:S:1:pos:R:3:forces:R:3:lowdin_charge:R:1
C 2.597510 -0.072225 -0.725503 -1.2 1.0 0.7 -0.215
C 3.709259 -0.936234 1.015826 -2.0 2.4 0.1 -0.425
C 1.888316 0.653869 0.265801 2.1 -0.8 -0.4 -0.599
C -2.582491 -0.465169 -0.724809 -1.6 -1.3 -0.9 -0.070
C -1.748545 0.426500 1.440294 1.3 -0.2 -2.6 -0.015
C -0.558295 -1.436306 0.151232 -1.4 2.2 0.8 -0.014
C 0.954865 1.776490 0.071728 -2.1 -2.3 -3.2 -0.057
C -0.680066 0.994007 -0.815480 1.8 1.5 2.7 -0.259
C -1.355685 -0.085821 0.027941 0.5 -0.7 -0.3 -0.541
N 3.567551 -0.906469 -0.267362 0.6 -1.2 -0.1 -0.048
O -0.246288 0.656108 -2.036156 1.3 -3.6 -2.3 -0.046
S 2.631439 0.263681 1.791336 -0.1 -0.7 -0.6 0.985
H 2.401849 -0.016146 -1.822007 0.3 0.1 1.1 0.120
H 4.351849 -1.443745 1.698577 0.6 -0.6 -0.3 0.051
H -3.443591 -0.093489 -0.222183 -0.9 0.6 0.2 0.071
H -2.611164 -0.135055 -1.756799 0.1 0.2 -0.2 0.088
H -2.769740 -1.557651 -0.770965 0.3 0.4 0.1 0.098
H -0.761134 0.652178 1.773453 0.3 0.1 1.8 0.065
H -2.384942 1.272358 1.406392 -0.3 1.3 -0.3 0.077
H -2.358510 -0.303103 1.890884 0.0 -1.2 1.1 0.075
H 0.434696 -1.340230 0.410391 2.1 0.3 0.7 0.029
H -0.621012 -2.024767 -0.704703 -0.2 -1.0 -1.6 0.064
H -1.074570 -1.917325 0.943437 -0.4 -0.9 0.7 0.082
H 0.618259 2.304252 0.934857 0.2 0.6 0.3 0.064
H 1.394828 2.268383 -0.831368 -1.0 0.6 1.1 0.107
H -1.400872 1.805098 -1.001675 0.5 0.2 0.6 0.145
H 0.046489 -0.339185 -2.143138 -0.8 2.9 0.8 0.166
```
Forces are in eV/Å.

Output
2S+1 = 1
LUMO = 0.0249 Eh

---

# C3H7NO2

A single C3H7NO2 molecule in a non-equilibrium geometry (wB97M-V/def2-TZVPD, OMol25).

XYZ file:
```
13
Properties=species:S:1:pos:R:3:forces:R:3:lowdin_charge:R:1
C 1.404438 -0.603803 0.259423 -0.7 -0.7 0.4 -0.049
C 0.099035 0.316529 -0.109760 0.7 1.1 1.0 -0.437
N 0.412375 1.644674 -0.762729 -1.0 -0.4 1.3 0.018
O -0.835139 -0.396940 -1.012478 -2.0 -0.2 3.9 -0.099
C -1.898239 -0.887743 -0.092993 0.6 -7.4 -0.1 -0.143
O -2.033582 -2.221693 0.061002 0.6 8.9 -1.1 -0.047
H 1.160036 -1.702367 -0.138096 0.7 2.5 0.9 0.106
H 1.488405 -0.668378 1.446356 -0.1 0.2 -2.6 0.094
H 2.422825 -0.223592 -0.173843 -2.1 -0.6 0.7 0.085
H -0.487383 0.547865 0.888975 1.1 -0.7 -1.7 0.135
H 1.273041 2.095919 -0.382827 -1.0 -0.7 -0.2 0.078
H -0.416753 2.268653 -0.531359 1.6 -0.9 -0.6 0.092
H -2.589056 -0.169122 0.548328 1.7 -1.1 -1.7 0.169
```
Forces are in eV/Å.

Output
structure (SMILES) = C[C@@H](N)OC=O
2S+1 = 1
LUMO = 0.0135 Eh

---

# C3H6N2O2

A molecular structure, C3H6N2O2 in a non-equilibrium geometry (wB97M-V/def2-TZVPD, OMol25).

XYZ file:
```
13
Properties=species:S:1:pos:R:3:forces:R:3:lowdin_charge:R:1
C 0.135553 -0.508138 1.264303 1.1 -1.9 -1.2 -0.182
C 0.749705 -0.461348 -0.316358 0.0 3.8 4.9 -0.365
C -0.366950 0.199179 -0.919880 1.5 -1.0 -4.4 -0.443
N -0.704308 1.508148 -0.972993 -0.3 -1.3 0.5 0.190
O 1.178083 -0.268575 2.145557 0.5 0.1 0.2 -0.061
N -0.691828 -0.905952 -1.563300 -2.0 0.9 1.4 0.153
O 1.942182 -0.550950 -0.475699 -0.4 -0.8 -0.6 0.094
H 2.004264 -0.524844 1.699333 -0.2 0.0 0.0 0.088
H -0.058841 2.187258 -0.606766 -0.2 0.1 0.0 0.121
H -1.564599 1.767294 -1.432854 0.2 0.2 0.2 0.116
H -1.698212 -1.049223 -1.652966 -0.1 0.0 -0.8 0.064
H -0.226941 -1.541802 1.295620 -0.2 -0.1 0.4 0.109
H -0.698106 0.148953 1.536003 0.2 0.1 -0.7 0.117
```
Forces are in eV/Å.

Output
2S+1 = 1
LUMO = 0.0196 Eh